1.
Below is a cluster of 7 separate species, CH16O6 in total at a distorted geometry, with properties calculated with wB97M-V/def2-TZVPD.

Computed properties:
Highest occupied orbital energy (spin up / spin down): -14.822 / -14.499 eV
Multiplicity: 2
Gap between HOMO and LUMO (spin up / spin down): 0.4163 / 0.1128 hartree
ΔE to the lowest compared entry with this formula, charge and spin: 35.04 kcal/mol
Total charge: +1
Expectation value of S²: 0.76
E_tot: -498.68136 Eh

Geometry as XYZ:
```
23
Properties=species:S:1:pos:R:3:forces:R:3:lowdin_spin:R:1
O 0.1547 -1.6032 3.7667 -0.663 -0.498 -0.306 0.0037
O -2.9341 -0.8011 -0.8020 -0.522 0.130 -0.222 0.2068
O 1.1148 -0.3492 -3.5554 0.665 0.307 1.679 0.1156
O 2.8612 -1.3558 -0.8860 0.641 -1.473 -0.965 0.0078
O -1.4839 0.7398 1.4966 -0.683 -0.159 -0.883 0.2261
O 0.0218 -2.5132 0.0724 -0.486 0.714 2.926 0.4428
C 0.1336 3.6796 -0.2088 0.672 1.845 0.047 0.0021
H -2.1576 0.8812 0.7884 0.647 -0.018 0.303 -0.0026
H 3.6645 -1.5032 -0.3624 -0.238 0.522 0.385 0.0000
H -1.9988 -0.9295 -0.9955 0.080 -0.035 -0.392 -0.0044
H 0.8348 -1.9775 0.1246 0.787 0.230 -0.918 0.0025
H -3.4358 -0.7271 -1.6509 0.708 -0.078 0.739 0.0011
H 0.6080 3.1102 0.5627 0.139 -1.032 0.136 0.0003
H -0.3487 -0.8332 3.4748 0.127 -0.023 0.221 -0.0006
H -0.8876 3.9404 0.1460 0.934 0.520 -0.303 -0.0002
H -2.0462 0.6555 2.2754 -0.059 0.010 0.372 0.0021
H 0.9117 4.5041 -0.3795 -1.743 -0.429 0.454 0.0009
H 1.5933 -0.2397 -2.6807 -0.663 -0.139 -1.428 -0.0007
H -0.1787 -2.4458 1.0866 -0.167 -0.583 -1.902 -0.0033
H -0.5083 -2.2058 4.1588 0.512 0.459 -0.132 0.0000
H 3.0928 -1.9813 -1.6240 -0.680 0.843 0.636 -0.0003
H 0.9336 -1.2908 -3.6243 0.009 -0.187 -0.111 0.0003
H 0.0549 3.2457 -1.1834 -0.017 -0.927 -0.335 0.0001
```
Forces are in eV/Å.

2.
Below is a cluster of 7 separate species, CH16O6S in total at a distorted geometry, with properties calculated with wB97M-V/def2-TZVPD.

Computed properties:
Highest occupied orbital energy: -9.335 eV
SMILES: CS.O.O.O.O.O.O
Multiplicity: 1
Gap between HOMO and LUMO: 0.3421 hartree
ΔE to the lowest compared entry with this formula, charge and spin: 48.82 kcal/mol
Total charge: 0
E_tot: -897.24532 Eh

Geometry as XYZ:
```
24
Properties=species:S:1:pos:R:3:forces:R:3:nbo_charge:R:1
S -1.1530 -1.4079 -0.2984 0.541 -0.332 0.348 -0.0433
O 2.4410 0.7592 0.8400 -0.688 1.336 -0.429 -0.9383
O 1.4615 -1.3487 3.3705 0.502 0.793 0.167 -0.9525
O -1.0463 0.2963 2.3077 2.145 -1.700 -2.689 -0.9701
O 0.1397 2.1510 -1.8672 2.668 -2.895 0.005 -0.9122
O 3.0452 -0.0879 -2.5291 -1.906 2.439 -1.043 -0.9096
O -1.9074 2.2711 0.2836 -2.097 0.648 1.177 -0.9745
C -1.8513 -1.7830 -1.9097 1.158 1.148 -0.816 -0.7579
H 2.0333 0.0099 1.2591 -0.257 -0.681 0.200 0.4691
H -2.0813 -2.7737 -2.1222 0.366 -2.160 -0.053 0.2310
H 1.6108 -0.3743 3.3577 -0.489 -1.111 -0.112 0.4805
H -1.4136 1.1012 2.0424 -1.160 1.967 -0.294 0.4989
H -0.8583 -2.6544 0.1303 0.081 0.271 -0.232 0.1347
H -2.8239 -1.4250 -1.7670 -1.451 1.312 -0.694 0.2203
H -1.2890 -1.3688 -2.8028 -0.754 -0.224 1.235 0.2121
H 0.6531 -1.5421 2.8884 -0.038 0.410 -0.101 0.4739
H 0.0550 1.1556 -1.8672 0.456 1.372 -0.007 0.4765
H -1.1968 0.0391 3.1649 -0.903 -0.237 3.078 0.4710
H -2.8645 2.4684 0.0480 2.261 -0.589 -0.193 0.4953
H -1.3122 2.0527 -0.4256 -0.289 -0.145 -0.297 0.4699
H 2.3162 -0.4211 -3.0757 0.417 -1.064 0.092 0.4491
H 1.6810 1.3474 0.6168 0.892 -0.669 0.232 0.4680
H -0.7283 2.4193 -1.8113 -2.938 1.482 -0.469 0.4467
H 2.7054 0.8624 -2.6462 1.484 -1.371 0.897 0.4615
```
Forces are in eV/Å.

3.
Below is a cluster of 7 separate species, CH16O7 in total at a distorted geometry, with properties calculated with wB97M-V/def2-TZVPD.

Computed properties:
Highest occupied orbital energy: -10.913 eV
SMILES: CO.O.O.O.O.O.O
Multiplicity: 1
Gap between HOMO and LUMO: 0.4140 hartree
ΔE to the lowest compared entry with this formula, charge and spin: 16.27 kcal/mol
Total charge: 0
E_tot: -574.35195 Eh

Geometry as XYZ:
```
24
Properties=species:S:1:pos:R:3:forces:R:3:nbo_charge:R:1
O 0.5478 0.9101 -1.6885 -0.707 0.894 0.640 -0.9837
O -2.2008 2.0654 1.3937 -0.970 -0.094 -1.128 -0.9483
O -2.9072 -0.8210 0.5143 -0.362 -0.135 0.091 -0.9960
O -0.5729 -1.4246 0.0160 0.748 -0.545 -0.296 -0.9586
O 1.9964 -2.9047 -0.2628 -0.607 0.166 -0.484 -0.9363
O 1.1890 -1.4463 -2.5251 -0.094 -0.353 0.130 -1.0218
O 1.7877 1.4813 0.7379 -0.284 -0.401 -0.219 -0.7448
C 1.1858 1.9507 1.9361 -0.477 0.580 0.696 -0.2598
H 1.0714 -0.4760 -2.4336 0.042 -0.386 -0.281 0.5119
H 1.8742 0.5248 0.7932 0.154 -0.033 0.130 0.4829
H 0.4409 2.7112 1.6959 0.301 0.143 -0.146 0.1946
H -2.4645 1.3004 0.8494 0.635 -0.642 0.602 0.4870
H 1.9473 2.3623 2.6057 -0.058 0.031 -0.139 0.1680
H -2.2479 -1.5468 0.5765 -0.353 0.703 -0.060 0.5091
H -0.3611 1.2380 -1.6921 0.021 -0.091 -0.457 0.4797
H 1.8395 -3.1349 -1.1900 0.477 -0.384 0.059 0.4750
H 0.8570 1.2854 -0.8346 0.550 -0.187 -0.078 0.5142
H 1.3430 -1.7085 -3.4336 0.008 0.347 -0.112 0.4782
H -2.9132 2.6366 1.0664 0.350 0.564 0.556 0.4581
H 1.5713 -2.0381 -0.3258 0.537 0.193 0.545 0.4625
H -3.7541 -1.1457 0.8293 0.019 -0.053 0.038 0.4704
H -0.6982 -0.8538 -0.7490 -0.035 0.229 -0.019 0.4873
H 0.6017 1.2233 2.5051 0.275 -0.430 -0.323 0.1859
H -0.1329 -2.1890 -0.3842 -0.172 -0.113 0.256 0.4846
```
Forces are in eV/Å.

4.
Below is a structure of composition CH17LiO8 at a distorted geometry, with properties calculated with wB97M-V/def2-TZVPD.

Computed properties:
Highest occupied orbital energy: -9.441 eV
Multiplicity: 1
Gap between HOMO and LUMO: 0.2956 hartree
ΔE to the lowest compared entry with this formula, charge and spin: 15.06 kcal/mol
Total charge: 0
E_tot: -657.68633 Eh

Geometry as XYZ:
```
27
Properties=species:S:1:pos:R:3:forces:R:3:nbo_charge:R:1
O -36.1630 -24.6669 33.0462 3.122 0.690 -2.211 -0.9723
O -30.7474 -27.2690 28.7657 -0.947 -0.558 -1.161 -0.9626
O -33.2481 -25.6353 28.6472 -0.675 0.372 -0.165 -1.0868
O -33.8016 -22.0828 27.6191 -1.207 1.548 1.248 -1.0151
O -29.7153 -23.1032 29.3116 1.053 0.562 -0.260 -0.9723
O -33.5527 -27.1587 26.5144 0.030 0.411 0.206 -0.9503
O -34.6481 -27.9161 29.5690 -0.522 -0.665 0.639 -0.9556
O -33.3123 -25.2241 32.9382 -3.558 -5.567 3.774 -0.9096
C -32.7818 -24.7801 29.6709 -2.617 0.539 -3.599 -0.2707
Li -34.1701 -24.1822 27.8272 0.596 -0.436 0.309 0.9490
H -34.0943 -21.3065 28.2745 0.821 -2.491 -2.629 0.5266
H -35.4770 -27.7761 30.0366 -0.029 -0.138 -0.013 0.4518
H -34.0574 -21.8898 26.6862 0.197 0.525 1.222 0.5034
H -34.2113 -26.5303 26.1903 0.158 -0.335 0.057 0.4299
H -35.1614 -24.7331 32.6886 -3.225 0.181 1.594 0.4830
H -36.2085 -25.3704 33.6710 -0.017 -0.816 0.783 0.4640
H -33.6066 -24.5963 30.3144 -0.747 0.632 1.186 0.1392
H -29.8367 -22.1274 29.2566 -0.743 -1.575 0.328 0.4850
H -31.6059 -26.8114 28.8499 0.493 -0.013 0.150 0.4919
H -30.4614 -23.6713 29.5350 -0.258 1.032 -0.089 0.4861
H -34.4196 -27.0577 29.2192 0.622 0.812 -0.424 0.4878
H -30.1181 -27.0064 29.4107 0.403 0.586 0.928 0.4619
H -33.2399 -26.7663 27.3697 -0.226 -0.277 -0.777 0.5033
H -32.5360 -23.8619 29.1104 0.803 0.450 1.138 0.1303
H -33.4652 -26.0442 32.4055 0.207 0.642 0.861 0.4818
H -32.9373 -24.7076 32.3597 3.485 4.773 -4.767 0.4542
H -32.0332 -25.2167 30.1983 2.781 -0.888 1.674 0.1660
```
Forces are in eV/Å.

5.
Below is a cluster of 7 separate species, CH17O7 in total at a distorted geometry, with properties calculated with wB97M-V/def2-TZVPD.

Computed properties:
Highest occupied orbital energy: -13.039 eV
Multiplicity: 1
Gap between HOMO and LUMO: 0.3016 hartree
Total charge: +1
E_tot: -574.57108 Eh

Geometry as XYZ:
```
25
Properties=species:S:1:pos:R:3:forces:R:3:nbo_charge:R:1
O 0.1051 0.4610 0.5622 -0.125 2.483 -0.694 -1.0670
O 1.0887 -1.6143 -3.3487 -0.056 0.127 0.176 -0.9365
O -0.7961 2.5701 -0.7870 0.025 0.811 -1.163 -0.7893
O -3.1182 -3.0246 -0.7174 0.049 0.187 -0.099 -0.9426
O 3.8117 -0.6099 -0.0815 -0.235 0.186 0.435 -0.9235
O -1.7712 -0.0223 3.0054 0.004 0.156 -0.157 -0.9403
O 1.6172 1.8533 2.2732 0.238 0.190 -0.118 -0.7725
C -0.5816 -0.5344 -0.2217 0.561 0.733 0.464 -0.2283
H -0.3292 2.7169 -1.6334 -0.262 -0.051 -0.040 0.5482
H 2.8624 -0.7645 0.0012 0.022 -0.080 -0.211 0.4716
H 2.1786 1.0514 2.3634 -0.065 0.018 -0.034 0.5755
H 3.8977 0.3374 -0.2215 0.100 -0.045 -0.240 0.4540
H -0.7674 -0.1312 -1.2254 -0.150 -0.325 -0.111 0.1276
H -3.7886 -2.4461 -0.3399 -0.035 -0.084 0.057 0.4708
H 0.8489 1.5837 1.6777 -0.804 -1.434 -0.671 0.5912
H -1.0666 0.1139 3.6446 -0.055 -0.115 0.084 0.4598
H -1.5388 -0.7624 0.2479 0.012 -0.437 -0.211 0.1760
H -0.4592 1.6696 -0.3735 0.937 -1.717 2.090 0.5566
H -3.4947 -3.3137 -1.5549 -0.006 -0.073 0.034 0.4731
H 2.1175 2.5439 1.7992 0.232 -0.063 0.270 0.5482
H 0.0721 -1.3987 -0.3267 -0.354 -0.243 0.007 0.1893
H 0.3129 -1.1199 -3.6288 -0.019 -0.100 -0.111 0.4620
H -1.3288 -0.0472 2.1459 0.158 0.052 0.101 0.4776
H -0.6131 3.3431 -0.2275 -0.214 -0.149 0.197 0.5425
H 0.7408 -2.4551 -3.0329 0.043 -0.027 -0.055 0.4760
```
Forces are in eV/Å.

6.
Below is a cluster of 10 separate species, CH19O12 in total at a distorted geometry, with properties calculated with wB97M-V/def2-TZVPD.

Computed properties:
Highest occupied orbital energy: -3.662 eV
Multiplicity: 1
Gap between HOMO and LUMO: 0.2172 hartree
ΔE to the lowest compared entry with this formula, charge and spin: 63.44 kcal/mol
Total charge: -1
E_tot: -952.41333 Eh

Geometry as XYZ:
```
32
Properties=species:S:1:pos:R:3:forces:R:3:nbo_charge:R:1
O 3.1894 0.4233 -0.6906 2.923 -0.283 0.735 -0.9801
O -1.6048 0.5759 -1.1547 2.316 0.811 -0.035 -1.0243
O 1.2047 -2.2505 -1.6156 1.367 -1.914 -0.235 -0.9534
O 0.1870 -0.4422 0.5842 -0.640 -1.048 0.668 -0.8571
O -3.4234 -0.5189 0.3549 -1.200 -1.297 0.537 -0.9832
O -1.4694 0.3946 2.4593 -0.629 -0.934 -0.406 -0.9192
O 1.7708 1.1556 2.1812 -1.055 -0.466 0.472 -0.9728
O -0.6668 2.6539 0.4313 0.540 0.526 0.998 -1.0215
O -1.1712 1.6236 -3.0995 2.949 -1.189 3.118 -0.8026
O -2.2629 -1.2237 -3.0101 0.393 1.737 -1.610 -1.0014
O 0.5514 0.7414 -1.7729 1.246 -0.294 0.441 -0.8804
O 2.0975 -1.8346 2.3200 0.174 -1.444 -0.950 -0.9440
C -0.6349 1.0483 -2.0326 -5.311 0.593 -3.566 0.9274
H -0.0391 -0.0749 -0.3454 -0.222 0.570 -0.531 0.5718
H -3.0832 0.1057 0.9674 0.185 0.928 1.068 0.4592
H -1.2221 3.4300 0.6040 0.000 -0.757 -0.721 0.4634
H -2.7793 -0.3980 -0.3323 0.681 0.301 -1.415 0.5060
H 3.8678 0.0030 -1.2658 -1.072 0.464 0.570 0.4601
H 1.6503 -2.7649 -2.3227 -0.340 0.226 0.820 0.4528
H -1.0063 2.0612 -0.2804 -0.755 0.253 0.326 0.5254
H 2.3581 0.3113 -1.1015 -1.965 -0.022 -1.243 0.5135
H 0.8231 -1.5666 -2.1308 -1.054 1.772 -0.561 0.4981
H -1.1495 1.1432 2.9255 0.607 1.492 0.175 0.4905
H 1.5271 2.0845 2.0989 0.508 -0.070 -0.492 0.5019
H 0.9104 0.0531 1.0051 0.557 0.543 0.193 0.5498
H 2.6774 -2.1647 1.5936 -0.332 0.759 0.625 0.4776
H -2.4114 -1.9704 -2.4848 -0.266 -1.310 1.510 0.4430
H 2.6984 0.9759 2.0484 0.369 0.458 -0.291 0.5006
H -2.0674 -0.4214 -2.4425 -0.445 -0.861 -0.136 0.5192
H 1.3777 -2.4899 2.2163 0.215 0.664 0.283 0.4685
H -0.5888 -0.3556 1.2139 0.421 0.572 -0.907 0.5395
H -1.3106 -0.3084 3.0778 -0.168 -0.780 0.562 0.4717
```
Forces are in eV/Å.

> Which value of total charge does entry 2 give?

0